1.
ORCA calculation (the ωB97M-V functional and the def2-TZVPD basis) on a molecular structure, C25H31N9OPdSSi.

Summary:
Charge   -2
2S+1   1
Gap between HOMO and LUMO   5.70 eV
HOMO energy   -1.15 eV

Last column: natural (NBO) charge in e.
Positions of all 69 atoms, in Å:
Pd (0.654, -0.841, -0.383)  0.126
C (0.477, 0.802, 2.434)  -0.092
N (1.002, 1.237, 3.738)  -0.478
C (2.318, 1.835, 3.516)  -0.076
N (3.264, 0.909, 2.889)  -0.482
C (2.690, 0.476, 1.604)  -0.088
N (1.382, -0.156, 1.792)  -0.516
C (1.536, -1.322, 2.670)  -0.108
N (2.091, -0.930, 3.976)  -0.476
C (1.173, 0.045, 4.572)  -0.079
C (3.375, -0.271, 3.748)  -0.075
H (0.372, 1.671, 1.781)  0.201
H (-0.489, 0.316, 2.563)  0.245
H (2.727, 2.156, 4.480)  0.175
H (2.203, 2.709, 2.870)  0.197
H (3.354, -0.239, 1.115)  0.225
H (2.565, 1.340, 0.947)  0.212
H (2.221, -2.024, 2.184)  0.213
H (0.558, -1.783, 2.801)  0.246
H (1.571, 0.351, 5.546)  0.173
H (0.201, -0.431, 4.714)  0.213
H (4.056, -0.984, 3.277)  0.196
H (3.792, 0.035, 4.714)  0.175
S (2.910, -2.682, -0.795)  -0.438
C (1.235, -2.731, -1.153)  0.183
N (0.305, -3.035, -0.145)  -0.651
C (-0.891, -3.630, -0.742)  -0.221
C (-0.771, -3.151, -2.192)  -0.239
N (0.683, -3.158, -2.376)  -0.646
H (0.683, -3.406, 0.713)  0.415
H (-1.798, -3.284, -0.256)  0.225
H (-0.837, -4.723, -0.691)  0.172
H (-1.179, -2.138, -2.286)  0.211
H (-1.260, -3.829, -2.891)  0.190
H (1.014, -2.568, -3.129)  0.392
C (-3.200, 0.448, -4.886)  -0.254
C (-3.286, 0.807, -3.545)  -0.213
C (-2.139, 0.891, -2.772)  -0.229
C (-0.866, 0.642, -3.299)  -0.406
C (-0.809, 0.296, -4.650)  -0.178
C (-1.953, 0.190, -5.434)  -0.249
Si (0.686, 0.600, -2.165)  0.604
C (1.004, 2.452, -1.746)  -0.400
C (2.067, 3.186, -2.275)  -0.166
C (2.339, 4.487, -1.869)  -0.249
C (1.536, 5.105, -0.923)  -0.257
C (0.464, 4.402, -0.385)  -0.219
C (0.218, 3.098, -0.787)  -0.230
H (-4.097, 0.361, -5.488)  0.192
H (-4.253, 1.004, -3.095)  0.201
H (-2.238, 1.136, -1.718)  0.208
H (0.159, 0.102, -5.100)  0.194
H (-1.867, -0.097, -6.477)  0.188
H (1.746, 0.386, -3.235)  -0.231
H (2.704, 2.722, -3.022)  0.196
H (3.184, 5.019, -2.295)  0.189
H (1.746, 6.119, -0.601)  0.190
H (-0.174, 4.865, 0.361)  0.195
H (-0.603, 2.552, -0.328)  0.210
N (-2.647, -0.804, 0.336)  -0.867
C (-2.688, -1.498, 1.521)  0.684
O (-1.668, -1.628, 2.209)  -0.721
C (-3.966, -2.080, 1.870)  -0.616
C (-4.086, -2.777, 3.083)  0.349
N (-4.218, -3.353, 4.080)  -0.474
C (-5.085, -1.937, 1.052)  0.318
N (-6.008, -1.828, 0.356)  -0.482
H (-1.745, -0.594, -0.099)  0.411
H (-3.443, -0.844, -0.279)  0.391

---

2.
ORCA calculation (the ωB97M-V functional and the def2-TZVPD basis) on a molecular structure, C25H31N9OPdSSi.

Summary:
Charge   -2
2S+1   1
Gap between HOMO and LUMO   5.72 eV
HOMO energy   -1.15 eV

Last column: natural (NBO) charge in e.
Positions of all 69 atoms, in Å:
Pd (-0.555, 0.126, 0.008)  0.135
C (2.773, 0.422, -0.183)  -0.095
N (4.153, -0.044, -0.387)  -0.478
C (4.221, -0.678, -1.704)  -0.077
N (3.293, -1.803, -1.848)  -0.481
C (1.932, -1.292, -1.615)  -0.088
N (1.815, -0.683, -0.292)  -0.505
C (2.143, -1.678, 0.730)  -0.107
N (3.508, -2.201, 0.555)  -0.477
C (4.432, -1.065, 0.624)  -0.079
C (3.594, -2.771, -0.792)  -0.076
H (2.531, 1.162, -0.950)  0.201
H (2.662, 0.874, 0.806)  0.245
H (5.242, -1.041, -1.867)  0.174
H (3.985, 0.069, -2.466)  0.198
H (1.205, -2.104, -1.681)  0.226
H (1.689, -0.537, -2.368)  0.209
H (1.420, -2.495, 0.653)  0.215
H (2.054, -1.198, 1.708)  0.239
H (5.453, -1.435, 0.482)  0.173
H (4.353, -0.610, 1.613)  0.209
H (2.886, -3.599, -0.865)  0.196
H (4.608, -3.156, -0.947)  0.174
S (-1.482, -2.724, -0.407)  -0.449
C (-1.958, -1.375, 0.566)  0.197
N (-1.318, -1.090, 1.778)  -0.648
C (-2.232, -0.414, 2.692)  -0.222
C (-3.277, 0.126, 1.712)  -0.239
N (-3.293, -0.928, 0.698)  -0.647
H (-0.668, -1.780, 2.120)  0.417
H (-1.727, 0.365, 3.260)  0.226
H (-2.687, -1.145, 3.371)  0.172
H (-2.938, 1.084, 1.295)  0.209
H (-4.257, 0.240, 2.176)  0.189
H (-3.662, -0.657, -0.204)  0.393
C (-4.308, 4.919, -0.815)  -0.242
C (-2.960, 4.962, -0.477)  -0.247
C (-2.127, 3.900, -0.796)  -0.161
C (-2.589, 2.768, -1.479)  -0.400
C (-3.948, 2.758, -1.813)  -0.236
C (-4.799, 3.807, -1.482)  -0.233
Si (-1.464, 1.242, -1.798)  0.600
C (-0.153, 1.919, -3.035)  -0.400
C (-0.151, 1.596, -4.396)  -0.165
C (0.867, 2.004, -5.251)  -0.249
C (1.918, 2.771, -4.770)  -0.255
C (1.940, 3.117, -3.424)  -0.220
C (0.927, 2.685, -2.579)  -0.232
H (-4.966, 5.739, -0.550)  0.190
H (-2.559, 5.818, 0.054)  0.198
H (-1.089, 3.946, -0.484)  0.198
H (-4.348, 1.905, -2.352)  0.202
H (-5.849, 3.756, -1.751)  0.189
H (-2.366, 0.519, -2.769)  -0.228
H (-0.966, 1.000, -4.792)  0.197
H (0.839, 1.720, -6.298)  0.189
H (2.717, 3.087, -5.432)  0.191
H (2.757, 3.709, -3.026)  0.197
H (0.989, 2.929, -1.522)  0.211
N (-0.342, 2.388, 2.162)  -0.864
C (0.539, 1.778, 3.009)  0.678
O (1.254, 0.844, 2.618)  -0.723
C (0.575, 2.255, 4.377)  -0.613
C (1.484, 1.654, 5.279)  0.349
N (2.222, 1.181, 6.035)  -0.475
C (-0.264, 3.292, 4.831)  0.319
N (-0.974, 4.133, 5.201)  -0.485
H (-0.555, 1.923, 1.273)  0.400
H (-0.987, 3.079, 2.508)  0.392

---

Verdict on stability: 1 comes out on top.

---

1.
ORCA calculation (the ωB97M-V functional and the def2-TZVPD basis) on a gas-phase ion, C3H6NO3S (charge -1).

Summary:
Charge   -1
2S+1   1
Gap between HOMO and LUMO   7.53 eV
HOMO energy   -3.70 eV

Last column: natural (NBO) charge in e.
Positions of all 14 atoms, in Å:
C (-1.284, 1.501, 1.107)  0.651
C (1.315, -1.253, -0.759)  -0.638
C (1.082, 0.045, -0.068)  -0.220
N (-0.165, 0.560, -0.455)  -0.969
O (-1.872, -1.468, -0.459)  -1.004
O (-1.071, 2.723, 1.149)  -0.655
O (-2.430, 0.971, 0.491)  -0.775
S (-1.709, 0.003, -0.780)  1.577
H (-0.809, 0.853, 1.884)  0.089
H (0.346, -1.971, -0.879)  0.238
H (1.751, -1.138, -1.746)  0.197
H (1.913, -1.847, -0.115)  0.187
H (1.129, 0.190, 1.087)  0.146
H (1.805, 0.831, -0.456)  0.175

---

2.
ORCA calculation (the ωB97M-V functional and the def2-TZVPD basis) on a molecular structure, C3H6NO3S.

Summary:
Charge   -1
2S+1   1
Gap between HOMO and LUMO   7.54 eV
HOMO energy   -3.92 eV

Last column: natural (NBO) charge in e.
Positions of all 14 atoms, in Å:
C (1.569, -1.257, 1.981)  0.331
C (1.125, -1.253, 0.632)  -0.808
C (0.197, 1.405, -0.467)  -1.142
N (1.985, -1.170, 3.039)  -0.434
O (-1.702, -0.006, 0.416)  -1.048
O (-2.343, 0.973, -1.648)  -0.879
O (-0.606, -0.804, -1.598)  -0.994
S (-1.085, 0.349, -0.869)  2.283
H (0.098, -1.614, 0.518)  0.283
H (1.152, -0.218, 0.242)  0.330
H (1.863, -1.772, -0.064)  0.230
H (-0.162, 2.289, 0.066)  0.192
H (0.593, 1.833, -1.378)  0.181
H (-2.685, 1.248, -0.869)  0.475

---

Verdict on stability: 2 comes out on top.

---

1.
ORCA calculation (the ωB97M-V functional and the def2-TZVPD basis) on a gas-phase ion, C5H9N2S (charge +1).

Summary:
Charge   +1
2S+1   1
Gap between HOMO and LUMO   9.22 eV
HOMO energy   -14.80 eV

Last column: natural (NBO) charge in e.
Positions of all 17 atoms, in Å:
C (1.486, -1.530, 1.644)  -0.126
C (1.697, 0.840, 1.065)  -0.177
C (-1.535, 1.282, -0.272)  -0.607
C (-0.801, -0.905, -1.313)  -0.612
C (-0.364, 0.369, -0.657)  -0.059
N (0.641, -1.257, 0.794)  -0.160
N (0.505, -0.027, 0.448)  -0.079
S (2.476, -0.122, 2.158)  0.630
H (1.751, -2.613, 1.804)  0.284
H (1.909, 1.896, 1.040)  0.284
H (-1.255, 2.054, 0.425)  0.224
H (-2.442, 0.705, -0.016)  0.230
H (-1.747, 1.728, -1.225)  0.235
H (-1.001, -0.618, -2.431)  0.246
H (-1.621, -1.302, -0.778)  0.234
H (0.108, -1.520, -1.410)  0.231
H (0.193, 1.018, -1.277)  0.220

---

2.
ORCA calculation (the ωB97M-V functional and the def2-TZVPD basis) on a gas-phase ion, C5H9N2S (charge +1).

Summary:
Charge   +1
2S+1   1
Gap between HOMO and LUMO (spin up / spin down)   6.93 / 8.67 eV
HOMO energy (spin up / spin down)   -13.45 / -13.98 eV

Last column: natural (NBO) charge in e.
Positions of all 17 atoms, in Å:
C (1.383, 1.656, -0.203)  0.186
C (-0.616, -1.160, -0.830)  -0.274
C (-1.177, 0.144, 1.013)  -0.336
C (0.935, -0.566, -1.308)  -0.212
C (-0.056, 0.391, 1.983)  -0.436
N (-0.828, -1.159, 0.473)  -0.221
N (1.018, 0.871, -1.178)  -0.559
S (1.174, 1.783, 1.407)  0.498
H (-1.246, -0.557, -1.554)  0.190
H (-0.742, -2.184, -1.190)  0.245
H (-2.268, 0.167, 1.435)  0.277
H (-1.215, 0.876, 0.204)  0.195
H (1.627, -1.174, -0.740)  0.246
H (0.979, -0.656, -2.406)  0.238
H (-0.391, 0.719, 2.970)  0.265
H (0.609, -0.404, 2.029)  0.249
H (0.814, 1.252, -2.104)  0.448

---

3.
ORCA calculation (the ωB97M-V functional and the def2-TZVPD basis) on 2 unconnected molecules or ions with the total composition C5H9N2S.

Summary:
Charge   +1
2S+1   1
Gap between HOMO and LUMO (spin up / spin down)   4.64 / 7.09 eV
HOMO energy (spin up / spin down)   -11.96 / -11.66 eV

Last column: natural (NBO) charge in e.
Positions of all 17 atoms, in Å:
C (-2.235, -1.496, -0.637)  -0.054
C (-2.540, -0.181, -0.255)  0.174
C (-0.282, -0.390, -0.217)  0.646
C (-3.776, 0.613, -0.223)  -0.687
C (5.246, -0.549, -0.630)  -0.819
N (-1.298, 0.418, 0.108)  -0.562
N (-0.845, -1.529, -0.717)  -0.553
S (3.770, -0.001, 0.264)  0.088
H (-2.782, -2.407, -0.580)  0.266
H (-4.186, 1.012, -1.177)  0.273
H (-4.607, -0.031, 0.183)  0.267
H (-3.756, 1.373, 0.535)  0.247
H (6.176, -0.276, -0.105)  0.260
H (5.420, 0.146, -1.424)  0.264
H (5.215, -1.652, -0.663)  0.242
H (-1.247, 1.438, 0.435)  0.480
H (-0.326, -2.452, -0.742)  0.470

---

Verdict on stability: 1 comes out on top.

---

1.
ORCA calculation (the ωB97M-V functional and the def2-TZVPD basis) on a gas-phase ion, HO5S2 (charge -1).

Summary:
Charge   -1
2S+1   1
Gap between HOMO and LUMO   8.93 eV
HOMO energy   -5.21 eV

Last column: natural (NBO) charge in e.
Positions of all 8 atoms, in Å:
O (1.073, -1.492, -1.441)  -0.967
O (2.409, -0.310, 0.166)  -0.998
O (-2.575, 0.590, -0.115)  -0.962
O (0.112, 0.762, -0.194)  -1.036
O (-1.373, -0.375, 1.756)  -0.961
S (1.575, -0.243, -1.046)  1.716
S (-1.556, -0.361, 0.333)  1.717
H (0.334, 1.430, 0.540)  0.491

---

2.
ORCA calculation (the ωB97M-V functional and the def2-TZVPD basis) on a gas-phase ion, HO5S2 (charge -1).

Summary:
Charge   -1
2S+1   1
Gap between HOMO and LUMO   8.98 eV
HOMO energy   -5.28 eV

Last column: natural (NBO) charge in e.
Positions of all 8 atoms, in Å:
O (-1.238, -1.844, -0.114)  -0.985
O (-1.524, 0.769, 0.465)  -0.994
O (1.196, -0.222, -0.306)  -0.997
O (-3.498, -0.567, 0.202)  -0.969
O (0.792, -3.093, -0.290)  -0.931
S (-2.229, -0.199, -0.323)  1.734
S (0.218, -1.935, 0.364)  1.684
H (0.440, 0.355, -0.243)  0.458

---

3.
ORCA calculation (the ωB97M-V functional and the def2-TZVPD basis) on 2 unconnected molecules or ions with the total composition HO5S2.

Summary:
Charge   -1
2S+1   1
Gap between HOMO and LUMO (spin up / spin down)   7.22 / 7.21 eV
HOMO energy (spin up / spin down)   -4.49 / -4.47 eV

Last column: natural (NBO) charge in e.
Positions of all 8 atoms, in Å:
O (-0.470, -0.684, -1.173)  -1.020
O (-0.139, 1.407, 0.079)  -0.916
O (-2.346, 0.378, -0.008)  -1.004
O (2.131, -0.063, -0.230)  -0.858
O (-0.596, -0.699, 1.229)  -1.024
S (1.601, -1.429, 0.051)  0.768
S (-0.954, 0.016, 0.019)  2.556
H (0.771, 1.075, 0.032)  0.497

---

Verdict on stability: 1 comes out on top.

---

1.
ORCA calculation (the ωB97M-V functional and the def2-TZVPD basis) on 2 unconnected molecules or ions with the total composition C2H3BrClP.

Summary:
Charge   0
2S+1   1
Gap between HOMO and LUMO   9.43 eV
HOMO energy   -9.33 eV

Last column: natural (NBO) charge in e.
Positions of all 8 atoms, in Å:
C (0.315, -0.122, 0.770)  -0.651
C (-0.069, 0.458, -1.321)  -0.390
P (-0.988, -0.946, 1.366)  0.450
Cl (-1.689, 0.019, -1.711)  0.023
Br (1.952, 0.373, 1.462)  0.148
H (0.601, -0.176, -1.973)  0.218
H (0.270, 1.593, -1.297)  0.234
H (-0.393, -1.198, 2.703)  -0.032

---

2.
ORCA calculation (the ωB97M-V functional and the def2-TZVPD basis) on 2 unconnected molecules or ions with the total composition C2H3BrClP.

Summary:
Charge   0
2S+1   1
Gap between HOMO and LUMO (spin up / spin down)   7.89 / 8.41 eV
HOMO energy (spin up / spin down)   -8.46 / -8.59 eV

Last column: natural (NBO) charge in e.
Positions of all 8 atoms, in Å:
C (1.019, -0.425, 0.064)  -0.654
C (-1.113, 1.175, 0.169)  -0.358
P (0.249, -1.842, -0.220)  0.426
Cl (-2.201, -0.080, -0.115)  0.051
Br (2.616, 0.462, 0.005)  0.170
H (-0.931, 1.853, -0.645)  0.200
H (-1.022, 1.507, 1.187)  0.200
H (1.383, -2.649, -0.446)  -0.036

---

Verdict on stability: 1 comes out on top.

---

1.
ORCA calculation (the ωB97M-V functional and the def2-TZVPD basis) on 2 unconnected molecules or ions with the total composition CH7N2O.

Summary:
Charge   +1
2S+1   1
Gap between HOMO and LUMO   11.88 eV
HOMO energy   -16.06 eV

Last column: natural (NBO) charge in e.
Positions of all 11 atoms, in Å:
O (-1.169, -0.785, 1.218)  -0.964
H (-0.545, 0.631, 0.916)  0.505
H (-1.105, -1.372, 0.451)  0.509
H (-1.532, -1.386, 1.877)  0.520
N (0.151, 1.096, 0.174)  -0.771
C (0.872, 0.070, -0.639)  0.280
N (0.225, -0.695, -1.381)  -0.588
H (0.855, 1.671, 0.630)  0.447
H (-0.462, 1.513, -0.528)  0.460
H (1.941, 0.253, -0.527)  0.194
H (0.768, -0.996, -2.191)  0.408

---

2.
ORCA calculation (the ωB97M-V functional and the def2-TZVPD basis) on 2 unconnected molecules or ions with the total composition CH7N2O.

Summary:
Charge   +1
2S+1   1
Gap between HOMO and LUMO   11.62 eV
HOMO energy   -15.90 eV

Last column: natural (NBO) charge in e.
Positions of all 11 atoms, in Å:
N (-0.206, -0.701, -0.671)  -0.683
C (-0.725, -0.056, 0.320)  0.427
N (-1.900, -0.285, 0.964)  -0.750
H (-0.601, -1.622, -0.889)  0.418
H (0.815, -0.662, -0.821)  0.477
H (-0.308, 0.913, 0.547)  0.229
H (-2.024, 0.007, 1.911)  0.443
H (-2.653, -0.769, 0.481)  0.430
H (2.386, 1.802, -0.375)  0.491
H (3.122, 0.654, -0.971)  0.495
O (2.297, 0.858, -0.489)  -0.978

---

3.
ORCA calculation (the ωB97M-V functional and the def2-TZVPD basis) on 2 unconnected molecules or ions with the total composition CH7N2O.

Summary:
Charge   +1
2S+1   1
Gap between HOMO and LUMO   10.99 eV
HOMO energy   -14.94 eV

Last column: natural (NBO) charge in e.
Positions of all 11 atoms, in Å:
N (-1.350, -1.041, -0.615)  -0.693
C (-0.052, -0.930, -0.464)  0.410
N (0.731, -0.326, -1.338)  -0.703
H (-1.881, -0.810, -1.443)  0.437
H (-1.790, -1.493, 0.176)  0.438
H (0.321, -1.195, 0.518)  0.240
H (1.642, -0.037, -1.033)  0.446
H (0.443, -0.300, -2.286)  0.425
H (1.363, 2.051, 2.471)  0.482
H (-0.062, 2.502, 2.252)  0.482
O (0.565, 1.829, 1.976)  -0.963

---

Verdict on stability: 3 comes out on top.